Entry 1:
Here is an isolated ion of composition C2H5N2O and charge +1 from the OMol25 dataset. Energies are from ωB97M-V with the def2-TZVPD basis set.

Geometry as ORCA input:
```
! wB97M-V def2-TZVPD RIJCOSX def2/J DEFGRID3
* xyz 1 1
C 0.78834 0.66926 -0.85191
N -0.31224 -0.10940 -0.84492
C -0.65645 -0.80352 0.23057
N -0.17255 -0.23935 1.30523
O 0.70073 0.68719 1.31657
H 1.65262 0.31496 -0.48089
H 0.90083 1.37467 -1.66103
H -0.88500 0.15422 -1.65467
H -1.55305 -1.49651 0.31896
H -0.46322 -0.55153 2.32209
*
```

---

Entry 2:
Here is a 2-piece molecular cluster, C2H5N2O overall from the OMol25 dataset. Energies are from ωB97M-V with the def2-TZVPD basis set.

Geometry as ORCA input:
```
! wB97M-V def2-TZVPD RIJCOSX def2/J DEFGRID3
* xyz 1 1
C -0.56561 1.02918 -0.95588
C 0.11100 -1.73105 0.81262
N 0.15150 1.82191 -0.53355
N -0.80965 -1.30884 0.06836
O 0.87843 2.82166 -0.10388
H -0.41851 -0.65326 -0.62464
H -0.03823 -2.46163 1.64901
H 1.38822 3.39351 -0.71431
H 1.06562 -1.33853 0.57306
H -1.76277 -1.57295 -0.17080
*
```

---

Entry 3:
Here is a 2-piece molecular cluster, C2H5N2O2 overall from the OMol25 dataset. Energies are from ωB97M-V with the def2-TZVPD basis set.

Geometry as ORCA input:
```
! wB97M-V def2-TZVPD RIJCOSX def2/J DEFGRID3
* xyz -1 1
N 0.54783 -0.97687 -0.41088
C 1.42141 0.03996 -0.27025
N 2.67796 -0.05973 -0.08905
H 0.92685 -1.82688 -0.05206
H -0.43637 -0.71617 -0.44417
H 0.87261 0.85172 0.25260
H 3.30695 0.71237 0.00990
O -1.47287 1.25332 -0.27710
C -2.34195 0.50329 0.21595
O -2.41671 -0.74782 0.14696
H -3.08571 0.96681 0.91810
*
```

---

Entry 4:
Here is a 2-piece molecular cluster, C2H5N2O3 overall from the OMol25 dataset. Energies are from ωB97M-V with the def2-TZVPD basis set.

Geometry as ORCA input:
```
! wB97M-V def2-TZVPD RIJCOSX def2/J DEFGRID3
* xyz 1 1
C 0.25967 0.33393 0.12056
C 0.19859 1.29266 1.21600
N -0.36922 -2.64057 0.49322
N 0.01410 0.66503 -1.08160
O -1.20638 -2.48901 1.23107
O 0.42064 -3.06144 -0.18900
O -0.05261 -0.29272 -2.08104
H -0.49420 0.92594 1.97528
H 1.17615 1.34990 1.69214
H -0.11507 2.29417 0.89995
H -0.25343 1.60527 -1.40699
H 0.42174 0.01684 -2.86959
*
```

---

Entry 5:
Here is C2H5N2P as an isolated structure from the OMol25 dataset. Energies are from ωB97M-V with the def2-TZVPD basis set.

Geometry as ORCA input:
```
! wB97M-V def2-TZVPD RIJCOSX def2/J DEFGRID3
* xyz 0 1
C 0.39266 0.99146 -0.19465
C 0.54047 -0.45437 0.24912
N -0.85147 1.57831 0.07814
N -0.78983 -1.13385 -0.08007
P -2.14182 -0.23501 -0.04910
H 1.21411 1.47493 0.19341
H 0.65465 0.98946 -1.23609
H 1.37596 -0.80052 -0.37483
H 0.57582 -0.31483 1.32082
H -0.97055 -2.09558 0.09324
*
```

---

Entry 6:
Here is C2H5N2S as an isolated structure from the OMol25 dataset. Energies are from ωB97M-V with the def2-TZVPD basis set.

Geometry as ORCA input:
```
! wB97M-V def2-TZVPD RIJCOSX def2/J DEFGRID3
* xyz 1 1
C -1.08051 0.94212 0.10782
C 0.08669 -1.24611 0.13648
N 1.22531 1.49775 -0.13067
N 0.07045 1.47956 -0.03173
S 1.71003 -0.68294 0.00384
H -1.86826 0.84404 -0.64276
H -1.37528 0.98869 1.25728
H -0.25989 -1.24117 1.24568
H -0.51195 -1.67459 -0.71368
H 2.00341 -0.90735 -1.23225
*
```

---

Entry 7:
Here is a 2-piece molecular cluster, C2H5N2S overall from the OMol25 dataset. Energies are from ωB97M-V with the def2-TZVPD basis set.

Geometry as ORCA input:
```
! wB97M-V def2-TZVPD RIJCOSX def2/J DEFGRID3
* xyz 1 1
C -0.75960 0.45224 0.08138
C -1.80964 0.53574 -0.85101
N -0.60937 1.15902 1.04523
N 0.86466 -0.67876 -0.28356
S -2.20807 -0.15908 -2.25949
H -2.38138 1.52122 -0.70313
H -0.21122 1.27163 1.89707
H 0.68327 -1.02843 -1.32397
H 0.78249 -1.44455 0.30022
H 1.69472 -0.11573 -0.08343
*
```

---

Entry 8:
Here is an isolated ion of composition C2H5N2S and charge +1 from the OMol25 dataset. Energies are from ωB97M-V with the def2-TZVPD basis set.

Geometry as ORCA input:
```
! wB97M-V def2-TZVPD RIJCOSX def2/J DEFGRID3
* xyz 1 1
H -1.83533 1.55038 0.39958
N -0.81500 1.52270 0.18190
C -0.07426 0.58331 0.05779
N -0.73263 -1.11491 -0.06177
C 1.46576 0.61493 -0.07348
S 2.83801 -0.29595 0.16060
H -1.66211 -1.37072 -0.29147
H -0.59976 -1.46476 0.84656
H -0.19591 -1.69353 -0.68261
H 1.61121 1.66853 -0.53710
*
```

---

Entry 9:
Here is a single C2H5N3O molecule from the OMol25 dataset. Energies are from ωB97M-V with the def2-TZVPD basis set.

Geometry as ORCA input:
```
! wB97M-V def2-TZVPD RIJCOSX def2/J DEFGRID3
* xyz 0 1
C -1.37501 -1.57445 -0.61034
N -0.92881 -0.43860 -0.29586
O 0.46475 -0.46433 -0.65002
C 1.08940 0.82832 -0.68463
N 1.21708 1.53302 0.38503
N 0.70202 1.11396 1.49410
H -2.36154 -1.95685 -0.45102
H -0.59836 -2.41381 -0.89185
H 1.38164 1.03648 -1.71630
H -0.07834 0.41382 1.37384
H 0.48716 1.92244 2.04705
*
```

---

Entry 10:
Here is C2H5N3O as an isolated structure from the OMol25 dataset. Energies are from ωB97M-V with the def2-TZVPD basis set.

Geometry as ORCA input:
```
! wB97M-V def2-TZVPD RIJCOSX def2/J DEFGRID3
* xyz 0 1
N -2.08732 -0.04361 0.24666
C -0.95641 -0.60281 -0.31340
O -0.95780 -1.61200 -0.97484
N 0.20953 0.10878 0.03329
C 1.42721 -0.12875 -0.52064
N 2.48663 0.53925 -0.05497
H -2.94320 -0.46032 -0.08922
H -2.12799 0.95819 0.36468
H 0.12801 0.82717 0.75349
H 2.51461 -0.70320 -0.23729
H 2.30673 1.11729 0.79224
*
```

---

Entry 11:
Here is a single C2H5N3O molecule from the OMol25 dataset. Energies are from ωB97M-V with the def2-TZVPD basis set.

Geometry as ORCA input:
```
! wB97M-V def2-TZVPD RIJCOSX def2/J DEFGRID3
* xyz 0 1
H -0.02392 -2.03973 0.35216
N 0.28006 -1.73351 -0.59991
C 0.13666 -0.34533 -0.66188
N 0.52540 0.53602 -1.61974
C -0.32835 0.32412 0.49824
N -0.36570 -0.40049 1.59182
O -0.34054 1.63227 0.65942
H 0.69839 -0.04743 -2.56411
H 0.69859 1.60454 -1.50370
H -0.70592 0.06157 2.30342
H 0.12898 -1.32393 1.51353
*
```

---

Entry 12:
Here is a single C2H5N3O2 molecule from the OMol25 dataset. Energies are from ωB97M-V with the def2-TZVPD basis set.

Geometry as ORCA input:
```
! wB97M-V def2-TZVPD RIJCOSX def2/J DEFGRID3
* xyz 0 1
N -0.87796 -1.51026 -1.23077
N -0.58149 -1.22794 0.12086
C 0.05719 -0.18019 0.47552
N 0.73883 -0.28182 1.71010
C 0.30193 1.01140 -0.41087
O -0.25330 1.12572 -1.46509
O 1.07358 1.98945 0.12838
H -1.70854 -2.05041 -1.19651
H -0.91581 -0.78508 -1.98937
H 0.63923 0.50000 2.37948
H 0.57015 -1.32186 2.06029
H 0.95619 2.73100 -0.58200
*
```

---

Values of F_max, in order: 5.05; 2.88; 3.89; 2.06; 4.62; 4.45; 5.04; 3.41; 5.02; 0.50; 7.73; 3.41, all in eV Å⁻¹.
Values of energy relative to the best compared isomer or geometry (same formula, charge and spin), in order: 423.2; 486.8; 87.5; 875.0; 307.2; 361.7; 255.2; 206.3; 459.7; 329.5; 268.1; 248.3, all in kJ/mol.